This record from the Open Molecules 2025 dataset describes 18 unconnected molecules or ions with the total composition C84H206N18O8 at a distorted geometry. The level of theory is the ωB97M-V functional and the def2-TZVPD basis.

Values from the calculation:
Total energy: -133645.5516 eV
HOMO-LUMO gap: 7.915 eV
Lowest unoccupied orbital energy: 0.13 eV
Maximum force: 4.1 eV/Å

Geometry as ORCA input:
```
! RIJCOSX wB97M-V def2-TZVPD def2/J DEFGRID3
* xyz 0 1
C 4.938 6.267 -1.715
C 3.864 7.317 -1.797
N 2.638 6.926 -2.478
C 1.632 8.042 -2.518
C 2.243 9.367 -3.041
C 1.981 5.708 -1.911
C 0.774 5.182 -2.618
H 5.868 6.688 -1.332
H 5.061 5.834 -2.708
H 4.694 5.484 -0.996
H 3.691 7.757 -0.816
H 4.330 8.102 -2.393
H 0.858 7.850 -3.262
H 1.224 8.205 -1.520
H 1.505 10.151 -3.206
H 2.896 9.801 -2.284
H 2.833 9.198 -3.942
H 1.807 5.859 -0.846
H 2.709 4.899 -1.958
H -0.114 5.794 -2.461
H 0.482 4.196 -2.257
H 1.055 5.110 -3.668
C -1.306 8.113 1.550
C -0.288 7.189 0.809
N 0.197 5.990 1.530
C -0.785 4.972 1.801
C -1.180 4.246 0.534
C 1.028 6.352 2.700
C 2.351 7.063 2.371
H -1.551 8.968 0.920
H -0.847 8.580 2.421
H -2.187 7.599 1.935
H -0.817 6.871 -0.090
H 0.577 7.784 0.515
H -0.286 4.241 2.437
H -1.660 5.384 2.303
H -1.952 3.499 0.718
H -1.676 4.928 -0.157
H -0.327 3.756 0.065
H 1.208 5.442 3.272
H 0.469 7.041 3.334
H 2.879 6.650 1.512
H 2.950 7.085 3.281
H 2.142 8.121 2.208
C 2.941 -1.531 -4.677
C 1.514 -1.718 -4.103
N 0.475 -0.884 -4.703
C -0.922 -1.305 -4.402
C -1.254 -2.739 -4.908
C 0.741 0.545 -4.459
C -0.318 1.509 -4.970
H 3.652 -2.158 -4.140
H 3.235 -0.505 -4.456
H 2.957 -1.687 -5.756
H 1.233 -2.763 -4.227
H 1.612 -1.477 -3.044
H -1.118 -1.235 -3.332
H -1.642 -0.664 -4.912
H -0.938 -3.473 -4.168
H -2.333 -2.806 -5.044
H -0.828 -3.027 -5.869
H 1.688 0.930 -4.836
H 0.763 0.670 -3.376
H -1.194 1.618 -4.331
H -0.685 1.196 -5.947
H 0.162 2.484 -5.050
C -3.104 -2.513 -1.055
C -3.922 -2.215 0.251
N -4.567 -3.447 0.722
C -5.598 -3.048 1.703
C -6.830 -2.313 1.042
C -3.623 -4.370 1.362
C -4.267 -5.799 1.545
H -2.761 -1.554 -1.443
H -3.693 -2.945 -1.864
H -2.237 -3.122 -0.802
H -3.361 -1.695 1.028
H -4.701 -1.489 0.017
H -5.138 -2.385 2.435
H -6.013 -3.847 2.318
H -7.604 -2.190 1.800
H -7.210 -2.950 0.244
H -6.676 -1.309 0.647
H -2.718 -4.515 0.773
H -3.178 -3.987 2.281
H -3.589 -6.457 2.088
H -5.102 -5.669 2.234
H -4.561 -6.219 0.583
C -3.244 -6.318 -2.192
C -2.652 -5.810 -3.497
N -3.030 -6.606 -4.700
C -4.447 -6.709 -5.017
C -5.186 -5.360 -5.257
C -2.244 -6.210 -5.843
C -0.883 -6.960 -5.918
H -2.900 -5.613 -1.436
H -2.837 -7.306 -1.978
H -4.333 -6.350 -2.162
H -2.953 -4.773 -3.646
H -1.562 -5.809 -3.509
H -4.546 -7.386 -5.865
H -4.865 -7.052 -4.071
H -6.267 -5.473 -5.337
H -4.936 -4.650 -4.468
H -4.929 -4.960 -6.238
H -2.015 -5.149 -5.738
H -2.674 -6.307 -6.840
H -0.373 -6.808 -6.869
H -1.009 -8.021 -5.704
H -0.155 -6.642 -5.172
C 2.561 -8.301 -1.318
C 2.619 -6.989 -2.038
N 2.629 -5.764 -1.226
C 1.518 -5.570 -0.293
C 0.145 -5.464 -1.025
C 2.979 -4.576 -2.076
C 3.179 -3.315 -1.286
H 1.689 -8.417 -0.674
H 3.475 -8.373 -0.729
H 2.663 -9.153 -1.991
H 3.598 -6.984 -2.518
H 1.806 -6.998 -2.764
H 1.367 -6.378 0.422
H 1.697 -4.707 0.348
H -0.054 -6.317 -1.673
H -0.666 -5.361 -0.303
H 0.137 -4.665 -1.766
H 2.280 -4.446 -2.903
H 3.915 -4.677 -2.625
H 2.199 -3.004 -0.924
H 3.642 -2.531 -1.886
H 3.900 -3.435 -0.478
C 4.172 0.067 5.305
C 4.847 -0.796 6.475
N 4.009 -1.891 6.853
C 4.770 -2.971 7.419
C 5.565 -3.711 6.332
C 3.000 -1.380 7.800
C 1.752 -2.207 7.871
H 3.265 0.497 5.731
H 3.953 -0.572 4.449
H 4.908 0.846 5.108
H 5.873 -1.042 6.200
H 4.977 -0.117 7.318
H 5.460 -2.533 8.140
H 4.178 -3.726 7.935
H 6.124 -4.567 6.710
H 4.826 -4.117 5.641
H 6.320 -3.074 5.871
H 2.652 -0.371 7.579
H 3.483 -1.240 8.768
H 1.230 -2.229 6.914
H 1.161 -1.756 8.668
H 1.844 -3.271 8.088
C 3.258 1.686 -1.958
C 4.674 2.143 -1.771
N 5.690 1.452 -2.633
C 5.709 0.009 -2.589
C 5.959 -0.513 -1.134
C 5.613 1.902 -4.039
C 6.781 1.454 -4.902
H 2.897 1.666 -2.987
H 2.640 2.352 -1.356
H 3.104 0.677 -1.577
H 4.717 3.205 -2.015
H 4.999 2.067 -0.734
H 6.573 -0.386 -3.124
H 4.787 -0.448 -2.950
H 5.034 -0.351 -0.580
H 6.776 0.077 -0.719
H 6.170 -1.581 -1.080
H 4.630 1.707 -4.468
H 5.562 2.991 -4.006
H 6.569 0.413 -5.146
H 6.958 2.104 -5.760
H 7.688 1.390 -4.300
C -4.818 -0.914 -5.177
C -5.422 0.503 -5.140
N -4.432 1.597 -4.847
C -3.399 1.777 -5.912
C -4.226 2.365 -7.095
C -3.902 1.532 -3.507
C -4.939 1.672 -2.379
H -4.386 -1.231 -4.228
H -4.094 -0.972 -5.989
H -5.598 -1.659 -5.335
H -5.988 0.742 -6.040
H -6.282 0.514 -4.470
H -2.633 2.503 -5.636
H -2.901 0.824 -6.090
H -4.849 1.619 -7.590
H -4.829 3.203 -6.746
H -3.470 2.714 -7.799
H -3.216 2.376 -3.425
H -3.257 0.661 -3.395
H -4.404 1.768 -1.434
H -5.593 0.800 -2.354
H -5.573 2.495 -2.708
C -1.920 5.674 -6.340
C -1.935 6.871 -5.402
N -3.127 6.884 -4.512
C -3.254 8.223 -3.908
C -2.184 8.490 -2.823
C -3.235 5.758 -3.561
C -4.565 5.623 -2.709
H -2.958 5.508 -6.630
H -1.538 4.782 -5.842
H -1.248 5.816 -7.186
H -1.013 7.019 -4.840
H -1.941 7.747 -6.050
H -3.187 8.951 -4.716
H -4.285 8.354 -3.581
H -1.165 8.453 -3.207
H -2.295 9.433 -2.288
H -2.210 7.782 -1.994
H -2.414 5.885 -2.855
H -3.051 4.866 -4.160
H -4.689 6.444 -2.003
H -4.651 4.683 -2.165
H -5.380 5.699 -3.429
C -1.731 -2.043 5.942
O -1.239 -2.259 4.848
N -2.884 -1.373 6.178
C -3.099 -0.830 7.515
C -3.813 -0.910 5.216
H -1.180 -2.164 6.888
H -2.716 0.182 7.645
H -2.545 -1.391 8.267
H -4.146 -0.905 7.808
H -3.582 -1.289 4.221
H -4.865 -1.177 5.323
H -3.925 0.170 5.121
C -1.605 0.762 0.155
O -1.434 1.177 -0.958
N -0.834 -0.234 0.684
C -1.084 -0.858 2.014
C 0.214 -0.904 -0.111
H -2.465 1.048 0.780
H -1.467 -1.872 1.895
H -1.708 -0.164 2.576
H -0.160 -0.916 2.590
H 0.492 -0.477 -1.074
H 1.127 -0.927 0.483
H 0.079 -1.982 -0.196
C -1.061 2.403 5.278
O -1.525 3.427 4.692
N 0.186 2.043 5.353
C 1.277 2.825 4.758
C 0.668 0.826 6.028
H -1.736 1.665 5.737
H 0.970 3.786 4.346
H 1.884 2.294 4.024
H 1.947 3.120 5.565
H 1.198 1.149 6.924
H -0.078 0.052 6.208
H 1.391 0.361 5.358
C -3.968 -4.586 5.292
O -5.140 -4.467 5.703
N -3.205 -5.653 5.531
C -1.777 -5.602 5.088
C -3.682 -6.923 6.232
H -3.385 -3.794 4.796
H -1.201 -5.811 5.989
H -1.619 -4.596 4.701
H -1.515 -6.317 4.308
H -3.379 -7.063 7.269
H -4.748 -7.070 6.058
H -3.269 -7.837 5.805
C -5.376 1.429 1.575
O -4.715 0.382 1.716
N -5.081 2.618 2.082
C -6.005 3.771 1.917
C -3.917 2.892 2.873
H -6.381 1.365 1.129
H -6.195 4.362 2.813
H -6.942 3.585 1.391
H -5.502 4.476 1.256
H -3.478 3.861 2.635
H -4.312 3.025 3.881
H -3.133 2.135 2.852
C 8.577 -3.593 1.385
O 8.773 -2.674 0.594
N 7.500 -3.585 2.196
C 7.283 -4.700 3.127
C 6.380 -2.617 2.179
H 9.186 -4.498 1.530
H 7.470 -4.493 4.180
H 7.914 -5.532 2.814
H 6.241 -5.018 3.100
H 6.706 -1.600 1.961
H 5.594 -2.728 1.433
H 5.761 -2.663 3.075
C 4.095 1.459 2.021
O 5.220 1.772 2.425
N 3.203 2.410 1.645
C 1.809 2.173 1.374
C 3.531 3.852 1.629
H 3.759 0.411 2.009
H 1.546 1.116 1.361
H 1.585 2.655 0.422
H 1.123 2.661 2.067
H 3.408 4.224 0.612
H 2.950 4.477 2.308
H 4.596 3.997 1.810
C 1.879 -2.899 3.440
O 2.231 -2.383 2.373
N 1.989 -4.210 3.706
C 1.470 -4.754 4.970
C 2.623 -5.219 2.860
H 1.286 -2.406 4.226
H 0.812 -5.605 4.797
H 0.977 -3.967 5.541
H 2.305 -5.124 5.566
H 1.961 -6.064 2.671
H 3.050 -4.659 2.027
H 3.452 -5.559 3.481
*
```